Here is C2H6FP as an isolated structure in a non-equilibrium geometry from OMol25. Energies are from wB97M-V/def2-TZVPD.

CARTESIAN COORDINATES (ANGSTROEM)
C (-1.221, 0.771, -0.584)
C (0.357, 1.471, 0.502)
F (-1.848, -0.088, 0.296)
P (1.585, 0.185, 0.207)
H (-0.748, 0.233, -1.394)
H (-1.800, 1.627, -0.829)
H (0.695, 2.440, 0.055)
H (0.013, 1.609, 1.516)
H (2.614, 0.916, -0.315)
H (1.203, 0.009, -1.120)

Calculated values
energy above the lowest of the compared OMol25 structures with the same formula, charge and spin: 276.5 kJ/mol
highest occupied orbital energy: -0.3430 Ha
multiplicity: 1
LUMO energy: 1.13 eV

These are the Mulliken partial charges, in e, on atoms 1 to 5: C -0.315; C -0.658; F -0.260; P -0.019; H 0.330

***

Here is C2H6I2N3 as an isolated structure in a non-equilibrium geometry from OMol25. Energies are from wB97M-V/def2-TZVPD.

CARTESIAN COORDINATES (ANGSTROEM)
C (-0.050, -0.689, -0.519)
C (0.565, 1.029, 1.345)
N (1.101, -0.561, -1.138)
N (-0.672, 0.849, 0.522)
N (-1.078, -1.481, -0.734)
I (-1.409, 2.413, -0.404)
I (-2.887, -1.255, 0.291)
H (0.261, 1.596, 2.165)
H (0.881, -0.009, 1.628)
H (1.490, 1.437, 1.024)
H (1.524, 0.354, -1.370)
H (1.470, -1.351, -1.516)
H (-1.196, -2.332, -1.293)

Calculated values
net charge: +1
energy above the lowest of the compared OMol25 structures with the same formula, charge and spin: 368.7 kJ/mol
highest occupied orbital energy: -0.4691 Ha
multiplicity: 1
LUMO energy: -5.10 eV

These are the Mulliken partial charges, in e, on atoms 1 to 5: C 0.699; C -0.911; N -0.315; N -0.406; N -0.487

***

Here is C2H6INO3 as an isolated structure in a non-equilibrium geometry from OMol25. Energies are from wB97M-V/def2-TZVPD.

CARTESIAN COORDINATES (ANGSTROEM)
C (-0.805, -2.105, -0.184)
C (-0.136, 2.202, 0.376)
N (0.268, -0.038, -0.182)
O (-0.822, -0.792, -0.652)
O (0.169, 1.237, -0.700)
O (1.429, -0.673, -0.675)
I (2.870, 0.074, 0.348)
H (-0.846, -2.251, 0.842)
H (0.140, -2.626, -0.551)
H (-1.829, -2.528, -0.605)
H (0.081, 3.239, -0.044)
H (0.586, 2.125, 1.195)
H (-1.107, 2.136, 0.833)

Calculated values
energy above the lowest of the compared OMol25 structures with the same formula, charge and spin: 88.2 kJ/mol
<S²>: 2.01
highest occupied orbital energy (alpha / beta): -0.2519 / -0.3353 Ha
multiplicity: 3
LUMO energy (alpha / beta): 0.75 / -2.82 eV

These are the Mulliken partial charges, in e, on atoms 1 to 5: C -0.509; C -0.497; N 0.210; O -0.275; O -0.189

***

Here is one molecule with the formula C2H6INOS in a non-equilibrium geometry from OMol25. Energies are from wB97M-V/def2-TZVPD.

CARTESIAN COORDINATES (ANGSTROEM)
C (0.413, 0.910, -0.181)
C (-1.429, -1.691, -0.375)
N (-0.542, 0.735, 0.910)
O (0.232, -1.637, 1.849)
S (-0.888, -0.764, 1.586)
I (-2.996, -0.389, -1.037)
H (-0.038, 0.608, -1.171)
H (0.630, 1.941, -0.153)
H (1.343, 0.237, -0.115)
H (-1.628, -2.717, -0.240)
H (-0.658, -1.448, -0.997)
H (-1.187, 1.511, 0.695)

Calculated values
energy above the lowest of the compared OMol25 structures with the same formula, charge and spin: 90.9 kJ/mol
highest occupied orbital energy: -0.3188 Ha
multiplicity: 1
LUMO energy: 0.35 eV

These are the Mulliken partial charges, in e, on atoms 1 to 5: C -0.763; C -0.955; N -0.271; O -0.490; S 0.516

***

Here is a 2-piece molecular cluster, C2H6IO2 overall in a non-equilibrium geometry from OMol25. Energies are from wB97M-V/def2-TZVPD.

CARTESIAN COORDINATES (ANGSTROEM)
I (-29.257, -19.391, -6.107)
C (-31.226, -22.320, -8.191)
C (-30.830, -21.553, -9.468)
O (-32.000, -21.036, -10.042)
O (-32.059, -21.409, -7.393)
H (-30.260, -22.417, -7.695)
H (-31.822, -23.223, -8.325)
H (-30.256, -22.218, -10.113)
H (-30.072, -20.774, -9.387)
H (-32.397, -20.631, -9.268)
H (-31.490, -20.832, -6.878)

Calculated values
net charge: -1
energy above the lowest of the compared OMol25 structures with the same formula, charge and spin: 39.2 kJ/mol
highest occupied orbital energy: -0.1406 Ha
multiplicity: 1
LUMO energy: 3.79 eV

These are the Mulliken partial charges, in e, on atoms 1 to 5: I -0.869; C -0.295; C -0.314; O -0.541; O -0.570

***

Here is a 2-piece molecular cluster, C2H6IOS overall in a non-equilibrium geometry from OMol25. Energies are from wB97M-V/def2-TZVPD.

CARTESIAN COORDINATES (ANGSTROEM)
C (-0.369, -1.803, -0.582)
C (0.522, 1.627, 0.628)
O (1.538, 1.899, -0.101)
S (-0.915, -0.595, 0.674)
I (-2.933, 0.183, -0.100)
H (-0.877, -2.662, -0.433)
H (0.595, -2.141, -0.449)
H (-0.384, -1.330, -1.670)
H (-0.430, 2.121, 0.720)
H (2.399, 1.523, -0.200)
H (0.854, 1.178, 1.512)

Calculated values
net charge: +1
energy above the lowest of the compared OMol25 structures with the same formula, charge and spin: 103.5 kJ/mol
highest occupied orbital energy: -0.4856 Ha
multiplicity: 1
LUMO energy: -5.58 eV

These are the Mulliken partial charges, in e, on atoms 1 to 5: C -0.871; C -0.175; O -0.348; S -0.140; I 0.260

***

Question: Which of these has the highest multiplicity?
Answer: C2H6INO3

***

Question: The lowest energy above the lowest of the compared OMol25 structures with the same formula, charge and spin belongs to which entry?
Answer: C2H6IO2